13
Properties=species:S:1:pos:R:3 method="wB97M-V/def2-TZVPD" smiles=C1[C@H]2[C@@H]1N1C[C@@H]21 e_homo_ev=-8.85 relative_energy_kcal_mol=87.85 orbital_gap_ev=10.0534
C -1.13403 0.87382 0.29475
C -0.95338 -0.52065 -0.18647
C -0.23898 0.61836 -0.89262
N 1.10219 -0.04160 -0.76074
C 1.48690 -0.18132 0.63684
C 0.45249 -1.08148 0.07335
H -0.88034 1.23607 1.28742
H -2.07062 1.28391 -0.08828
H -1.77158 -1.17818 -0.46399
H -0.38066 1.19273 -1.80129
H 1.30182 0.62460 1.34116
H 2.47607 -0.63317 0.71411
H 0.66374 -2.13373 -0.10050



12
Properties=species:S:1:pos:R:3 method="wB97M-V/def2-TZVPD" smiles="COC(=O)CO" e_homo_ev=-10.56 relative_energy_kcal_mol=19.16 orbital_gap_ev=11.3915
C -1.01807 -1.45360 1.03590
O -0.99112 -0.19307 0.35625
C 0.23853 0.23493 0.08888
O 1.24519 -0.28514 0.52049
C 0.31933 1.39207 -0.88746
O 1.42788 1.15980 -1.71622
H -0.52740 -2.20173 0.40850
H -0.49524 -1.39345 1.99113
H -2.06892 -1.69755 1.17355
H -0.58781 1.45744 -1.49455
H 0.41662 2.33135 -0.32019
H 2.04270 0.64984 -1.17170



13
Properties=species:S:1:pos:R:3 method="wB97M-V/def2-TZVPD" e_homo_ev="-7.06 / -7.33" relative_energy_kcal_mol=90.06 orbital_gap_ev="7.8440 / 8.2473"
C 1.69276 0.08018 0.51597
O 1.29138 0.56779 -0.65396
C 0.06311 0.85523 -0.95025
C -0.81073 -1.00220 0.10611
C -1.02655 0.51455 0.00226
H 1.17985 0.40428 1.41517
H 2.74122 -0.16122 0.54434
H 0.30917 -1.14806 0.18690
H -0.09970 1.00898 -2.00902
H -1.26431 -1.49398 -0.75889
H -1.16026 -1.46273 1.02691
H -2.00125 0.81875 -0.39867
H -0.91467 1.01844 0.97314



22
Properties=species:S:1:pos:R:3 method="wB97M-V/def2-TZVPD" e_homo_ev="-13.41 / -11.98" total_charge=+1 relative_energy_kcal_mol=128.49 orbital_gap_ev="7.9767 / 5.9676"
C 3.09041 1.05102 -1.26287
C 2.00846 0.95340 -2.10577
C 3.01161 0.59358 0.10268
C 0.76613 0.49267 -1.64213
C 1.77093 0.20595 0.58270
C 0.64941 0.19936 -0.29359
C -1.96661 -0.22142 2.20411
C -1.92717 -0.27472 -0.32072
C -0.53585 -0.41426 0.10772
C -2.76357 -0.13032 0.91713
N -2.70119 -1.42604 0.21654
O -0.79798 -0.82276 1.89753
H 4.02261 1.35441 -1.79575
H 2.21379 1.17353 -3.22330
H 3.99543 0.69316 0.69765
H 0.00791 0.45229 -2.30609
H 1.44658 -0.11081 1.54295
H -1.64801 0.70180 2.65028
H -2.57021 -0.72270 2.84709
H -2.35071 0.10031 -1.27392
H -3.52679 -1.76482 -0.22385
H -2.19517 -2.08364 0.68160



10
Properties=species:S:1:pos:R:3 method="wB97M-V/def2-TZVPD" smiles="O=S1(=O)C=CC1" e_homo_ev=-10.09 relative_energy_kcal_mol=81.42 orbital_gap_ev=10.3507
C 0.52820 0.25741 0.98459
C 0.49079 -1.03032 0.48627
C -0.25200 1.17440 0.16239
O 0.18741 -0.66149 -2.42984
O -1.67794 -1.23971 -1.02297
S -0.38518 -0.65318 -1.10408
H 1.05604 0.51306 1.90209
H 0.98882 -1.92797 0.68340
H -1.12522 1.53881 0.59848
H 0.18907 2.02898 -0.26033



47
Properties=species:S:1:pos:R:3 method="wB97M-V/def2-TZVPD" e_homo_ev=-17.69 total_charge=+3 relative_energy_kcal_mol=0.00 orbital_gap_ev=6.1230
C -3.79053 -1.27651 -2.54046
C -3.18026 -0.28965 -1.73662
H -4.81391 -0.89253 -2.69527
H -3.79582 -2.26364 -2.04062
H -3.27632 -1.43422 -3.51330
O -2.88118 0.65523 -1.10789
Cl -0.58373 -2.23778 -1.76853
Ti 0.24290 -0.67180 -0.35539
P -1.19381 -1.14133 1.63594
C -1.58842 0.05084 2.96242
C -2.84059 -1.79347 1.26861
H -3.31994 -1.99142 2.24035
H -0.98747 -2.75713 3.43136
H -2.79410 -2.72626 0.69576
H -0.62945 -3.47446 1.82519
H -2.49910 0.59268 2.67983
H -3.43826 -1.06547 0.70415
C -0.46653 -2.60743 2.47609
H -1.76333 -0.47641 3.91131
H 0.61298 -2.52116 2.65176
H -0.78568 0.78181 3.09943
P 0.50338 1.03147 -2.21304
C 0.85727 2.77402 -1.82900
C 1.89455 0.46345 -3.25579
H -1.00026 0.20239 -3.91467
H -0.43074 1.86424 -4.23503
H -1.69868 1.56323 -2.99366
C -0.79143 1.17455 -3.46369
H 1.77571 -0.60228 -3.49017
H 1.87438 1.05432 -4.18307
H 1.30014 3.24360 -2.71637
H 1.53602 2.88150 -0.98121
H 2.86178 0.60071 -2.75625
H -0.08941 3.26799 -1.58135
Cl 1.96170 -2.13803 -0.19600
C 1.78922 0.07801 3.41989
C 2.36003 0.62610 2.17611
N 1.97169 0.51433 0.89748
C 2.97174 1.13194 0.14913
C 3.90169 1.66308 0.97458
N 3.49845 1.35059 2.24866
H 2.55664 0.05839 4.20753
H 0.97905 0.72128 3.76511
H 1.44679 -0.93779 3.21895
H 2.94251 1.15975 -0.93242
H 4.80774 2.21007 0.74891
H 3.99260 1.58321 3.11127